CH3Cl3Si | ωB97M-V with the def2-TZVPD basis set

```
! RIJCOSX wB97M-V def2-TZVPD def2/J DEFGRID3
* xyz 0 1
C 1.166 0.229 -0.147
Si -0.678 -0.011 0.096
Cl -1.996 -2.390 0.456
Cl -1.576 0.690 1.758
Cl -1.606 0.525 -1.588
H 1.758 0.174 0.686
H 1.602 -0.493 -0.825
H 1.330 1.275 -0.435
*
```

Calculated values
- Energy relative to the best compared isomer or geometry (same formula, charge and spin): 2.2568 eV
- E: -1710.064902 a.u.
- Max |F|: 0.057 Eh/bohr
- Frontier orbital gap: 9.2 eV